# 1
The following is a quantum chemistry calculation of 2 unconnected molecules or ions with the total composition C2H4FIOS, from the Open Molecules 2025 dataset.

```
10
C2H4FIOS, DFT ωB97M-V with the def2-TZVPD basis set
C 0.8446 1.0159 0.3217
C 1.2458 0.3894 -0.7633
O -1.2317 -1.8870 0.7968
F 0.8186 0.3924 1.5182
S -1.6352 -1.3358 -0.6798
I -2.9338 0.6170 -0.2850
H -0.4160 -1.4874 1.1397
H 0.4781 2.0291 0.3929
H 1.2378 0.8942 -1.7072
H 1.5918 -0.6278 -0.7339
```

SMILES: C=CF.OSI
LUMO level in Ha: -0.015
HOMO energy in eV: -8.70
Calculated total energy in a.u.: -949.5406



# 2
The following is a quantum chemistry calculation of C3H6O3 in the gas phase in a non-equilibrium geometry, from the Open Molecules 2025 dataset.

```
12
C3H6O3, DFT ωB97M-V with the def2-TZVPD basis set
C -0.1457 -1.6406 1.0092
C 0.2488 0.6413 0.4671
C 0.0307 1.3092 -1.8038
H -1.2040 -1.3002 1.1039
H 0.1046 -2.2259 0.1204
H 0.1465 -2.2598 1.8400
H 0.6646 1.5393 0.8940
H -0.8823 0.6763 0.4864
H 0.4358 1.0458 -2.8265
O 0.6755 -0.4613 1.1159
O 0.7051 0.5103 -0.8785
O -0.7797 2.1656 -1.5282
```

SMILES: COCOC=O
LUMO level in Ha: 0.035
HOMO energy in eV: -10.50
Calculated total energy in a.u.: -343.6000



# 3
The following is a quantum chemistry calculation of 4 unconnected molecules or ions with the total composition C26H53NO12, from the Open Molecules 2025 dataset.

```
92
C26H53NO12, DFT ωB97M-V with the def2-TZVPD basis set
C 2.1783 -1.6227 -0.0847
C 2.5606 -0.1844 -0.4311
C 1.3479 0.7177 -0.6661
C 0.4845 0.9383 0.5850
N -0.9657 0.8021 0.3601
C -1.4030 -0.4339 -0.0276
C -2.0334 -0.8404 -1.1381
C -2.3039 -2.2747 -1.0281
O -2.7512 -3.0504 -1.8015
O -1.8710 -2.6997 0.2383
C -1.2671 -1.6378 0.8681
O -0.7602 -1.7412 1.9396
H 1.6573 -1.6922 0.8732
H 3.0670 -2.2501 0.0003
H 1.5337 -2.0537 -0.8569
H 3.1635 -0.1860 -1.3438
H 3.1839 0.2358 0.3646
H 1.6966 1.6899 -1.0254
H 0.7489 0.2815 -1.4748
H 0.7515 0.2483 1.3865
H 0.6445 1.9443 0.9733
H -1.3231 1.4931 -0.2948
H -2.2887 -0.2198 -1.9833
C -6.7833 0.3446 -0.0479
O -6.3342 1.6804 -0.0397
C -5.1054 1.8757 0.6278
C -4.2657 2.9400 -0.0398
O -3.7055 2.5515 -1.2857
C -4.5558 2.4426 -2.4164
C -5.0205 3.7629 -2.9853
O -5.9777 4.3817 -2.1517
C -5.9096 5.7883 -2.1343
H -7.1750 0.0408 0.9291
H -7.5835 0.2753 -0.7826
H -5.9808 -0.3452 -0.3336
H -4.5343 0.9393 0.6645
H -5.2921 2.1968 1.6619
H -3.4027 3.1051 0.6106
H -4.8119 3.8816 -0.1213
H -5.4040 1.7839 -2.2200
H -3.9346 1.9739 -3.1843
H -5.4629 3.5632 -3.9714
H -4.1537 4.4190 -3.1309
H -4.8791 6.1370 -2.0030
H -6.5069 6.1318 -1.2915
H -6.3134 6.2271 -3.0538
C 6.4320 5.8954 -1.4865
O 5.3843 5.4052 -2.2898
C 5.3609 5.9315 -3.6029
C 4.9080 4.8984 -4.6087
O 5.8563 3.8793 -4.8680
C 6.0101 2.8474 -3.9112
C 4.9154 1.8060 -3.9323
O 3.7041 2.3164 -3.4070
C 2.5435 1.8013 -4.0137
H 6.2441 6.9227 -1.1539
H 6.4996 5.2520 -0.6107
H 7.3893 5.8687 -2.0184
H 6.3535 6.2999 -3.8869
H 4.6593 6.7761 -3.6476
H 4.7922 5.4186 -5.5627
H 3.9367 4.4867 -4.3253
H 6.1399 3.2458 -2.9025
H 6.9333 2.3381 -4.1982
H 5.2498 0.9533 -3.3246
H 4.7693 1.4532 -4.9598
H 2.6215 1.7973 -5.1061
H 1.7139 2.4463 -3.7261
H 2.3311 0.7808 -3.6715
C -0.2141 -3.0901 5.7720
O -0.6417 -4.3214 5.2416
C -0.4495 -4.4449 3.8419
C -0.0597 -5.8518 3.4556
O 1.2586 -6.2185 3.8293
C 1.4972 -6.5584 5.1814
C 1.0364 -7.9452 5.5681
O -0.3734 -8.0242 5.6488
C -0.9095 -9.2593 5.2399
H -0.9038 -2.2760 5.5210
H -0.1761 -3.1964 6.8556
H 0.7844 -2.8233 5.4077
H 0.3185 -3.7454 3.4969
H -1.3828 -4.1966 3.3217
H -0.0588 -5.8863 2.3633
H -0.7968 -6.5721 3.8174
H 1.0873 -5.8129 5.8665
H 2.5859 -6.5529 5.2816
H 1.4746 -8.1857 6.5471
H 1.4203 -8.6682 4.8385
H -0.4762 -9.5881 4.2889
H -1.9814 -9.1212 5.1074
H -0.7459 -10.0433 5.9889
```

SMILES: CCCCNC1=CC(=O)OC1=O.COCCOCCOC.COCCOCCOC.COCCOCCOC
LUMO level in Ha: -0.018
HOMO energy in eV: -8.82
Calculated total energy in a.u.: -1979.9267



# 4
The following is a quantum chemistry calculation of a molecular structure, C4HF in a non-equilibrium geometry, from the Open Molecules 2025 dataset.

```
6
C4HF, DFT ωB97M-V with the def2-TZVPD basis set
C -0.1752 -0.2394 -0.0917
C 0.5999 -1.0210 0.4909
C 1.2369 -1.8795 1.2127
C 2.9179 -2.9433 1.6808
F 2.4881 -4.1148 1.9783
H -0.8451 0.4424 -0.5293
```

LUMO level (alpha / beta) in Ha: -0.053 / -0.052
HOMO energy (alpha / beta) in eV: -7.98 / -7.92
Calculated total energy in a.u.: -252.5182